22
Properties=species:S:1:pos:R:3:nbo_charge:R:1 method="wB97M-V/def2-TZVPD" gap_ha=0.32231 smiles=CC[C@@H](C)NC.O relative_energy_kj_mol=290.2
C -1.350 1.617 1.187 -0.62
C 0.056 1.148 0.541 -0.41
C -0.212 -0.195 -0.313 -0.04
C -1.492 -0.347 -1.189 -0.64
N 1.029 -0.585 -1.109 -0.65
C 0.879 -0.940 -2.480 -0.42
H -1.990 1.837 0.312 0.20
H -1.239 2.473 1.844 0.21
H -1.915 0.810 1.670 0.20
H 0.145 1.892 -0.236 0.22
H 0.806 0.803 1.397 0.23
H -0.174 -1.096 0.395 0.17
H -1.639 -1.153 -1.909 0.23
H -2.365 -0.227 -0.687 0.21
H -1.592 0.581 -1.920 0.19
H 1.487 -1.344 -0.505 0.36
H 0.369 -0.341 -3.220 0.20
H 0.288 -1.830 -2.490 0.16
H 1.868 -1.043 -2.842 0.20
O 2.166 -0.969 3.578 -0.94
H 1.753 -0.179 4.010 0.47
H 3.123 -0.913 3.965 0.47

---

58
Properties=species:S:1:pos:R:3:nbo_charge:R:1 method="wB97M-V/def2-TZVPD" gap_ha=0.31552 relative_energy_kj_mol=377.7 charge=-1
O 2.689 24.810 -6.553 -0.57
C 3.240 23.824 -6.166 0.72
O 2.793 22.583 -6.304 -0.69
B 3.704 21.654 -5.615 1.20
O 4.803 22.478 -5.108 -0.67
C 4.549 23.755 -5.359 0.68
O 5.207 24.690 -5.042 -0.52
O 4.194 20.540 -6.458 -0.64
C 3.838 19.393 -5.922 0.76
O 4.070 18.303 -6.358 -0.53
C 3.112 19.683 -4.590 0.71
O 2.953 20.991 -4.514 -0.66
O 2.679 18.859 -3.851 -0.55
O 3.319 21.776 -9.202 -0.94
H 3.349 21.340 -8.342 0.47
H 3.453 21.074 -9.845 0.46
O 0.589 25.430 -8.434 -0.96
H 0.719 26.296 -8.038 0.46
H 1.224 24.869 -7.963 0.49
O 5.600 18.827 -7.460 -1.03
H 4.776 18.555 -7.033 0.41
H 5.331 19.305 -8.252 0.44
O 0.777 22.338 -3.029 -0.95
H 0.604 21.852 -2.217 0.47
H 1.220 21.698 -3.603 0.48
O 6.042 22.948 -2.388 -0.95
H 5.806 22.097 -2.004 0.46
H 6.004 22.803 -3.342 0.48
O 6.525 28.099 -5.889 -1.00
H 7.042 27.313 -5.630 0.49
H 5.640 27.759 -6.097 0.48
O 8.254 25.925 -5.181 -0.98
H 7.778 25.233 -5.692 0.51
H 8.388 25.531 -4.314 0.47
O 0.560 20.836 -7.310 -0.96
H 0.080 21.440 -7.886 0.48
H 1.031 21.417 -6.701 0.48
O 7.499 23.775 -6.762 -0.98
H 8.389 23.741 -7.129 0.47
H 7.253 22.843 -6.613 0.51
O 3.763 27.662 -6.748 -0.96
H 3.004 28.158 -6.428 0.47
H 3.595 26.745 -6.480 0.49
O 6.315 17.087 -4.122 -0.95
H 5.587 16.779 -4.678 0.48
H 6.012 16.935 -3.221 0.47
O 4.516 25.705 -2.117 -0.94
H 3.788 25.390 -1.573 0.46
H 4.523 25.106 -2.873 0.48
O 3.504 15.528 -6.581 -0.95
H 3.646 16.423 -6.923 0.48
H 4.178 14.988 -7.006 0.46
O -0.174 18.658 -2.654 -0.95
H -0.246 17.708 -2.529 0.46
H 0.724 18.787 -2.984 0.49
O 7.129 21.025 -6.242 -0.99
H 7.636 20.525 -5.596 0.48
H 6.454 20.402 -6.554 0.51